ORCA calculation (ωB97M-V with the def2-TZVPD basis set) on a structure of composition C33H44I2N4NiSbTe.

Each line ends with the Löwdin charge.
Geometry (Å):
1 Ni -0.475 0.835 -0.582  -0.324
2 C 1.203 1.738 4.682  -0.110
3 C 1.679 0.937 3.652  -0.105
4 C 1.181 1.095 2.368  -0.080
5 C 0.216 2.064 2.106  -0.266
6 C -0.279 2.853 3.144  -0.033
7 C 0.222 2.685 4.426  -0.094
8 N -0.257 2.198 0.765  -0.067
9 N -0.878 3.307 0.578  0.055
10 C -1.482 3.371 -0.661  -0.321
11 C -2.014 4.607 -1.058  -0.062
12 C -2.672 4.694 -2.265  -0.129
13 C -2.773 3.548 -3.063  -0.120
14 C -2.220 2.343 -2.669  -0.170
15 C -1.578 2.164 -1.416  -0.261
16 H 1.583 1.612 5.689  0.092
17 H 2.427 0.179 3.853  0.099
18 H 1.482 0.463 1.542  0.070
19 H -1.043 3.584 2.929  0.100
20 H -0.162 3.295 5.236  0.096
21 H -1.891 5.470 -0.413  0.095
22 H -3.099 5.633 -2.598  0.084
23 H -3.304 3.609 -4.008  0.089
24 H -2.309 1.496 -3.344  0.061
25 I 4.285 6.263 0.907  0.813
26 C 3.592 4.436 0.244  -0.776
27 C 3.936 3.197 0.731  -0.149
28 N 3.214 2.312 0.021  0.000
29 N 2.427 2.894 -0.877  -0.055
30 C 2.641 4.191 -0.767  -0.190
31 H 4.604 2.897 1.520  0.116
32 H 3.189 1.306 0.088  0.141
33 H 2.097 4.893 -1.378  0.112
34 I 0.228 -0.625 -4.639  0.100
35 Te 1.021 1.106 -2.536  1.017
36 C 3.043 0.370 -2.621  -0.575
37 C 4.090 1.231 -2.923  -0.168
38 C 5.402 0.777 -2.932  -0.100
39 C 5.681 -0.552 -2.650  -0.107
40 C 4.640 -1.424 -2.360  -0.090
41 C 3.330 -0.966 -2.343  -0.163
42 H 3.882 2.272 -3.142  0.089
43 H 6.207 1.464 -3.164  0.097
44 H 6.704 -0.907 -2.660  0.094
45 H 4.846 -2.466 -2.142  0.099
46 H 2.528 -1.652 -2.114  0.054
47 C -0.524 -2.120 3.129  -0.127
48 C -1.775 -1.782 2.323  -0.684
49 C -2.338 -0.466 2.865  -0.124
50 C -2.806 -2.884 2.512  -0.121
51 Sb -1.199 -1.380 0.222  1.611
52 C -3.050 -1.831 -0.893  -0.680
53 C -3.686 -3.210 -0.768  -0.114
54 C -2.744 -1.539 -2.364  -0.166
55 C -4.046 -0.760 -0.428  -0.137
56 C 0.127 -3.123 -0.234  -0.678
57 C -0.278 -4.478 0.329  -0.120
58 C 1.514 -2.739 0.294  -0.147
59 C 0.236 -3.219 -1.753  -0.159
60 H -0.792 -2.199 4.191  0.084
61 H 0.239 -1.347 3.042  0.051
62 H -0.088 -3.076 2.832  0.051
63 H -2.530 -0.560 3.943  0.084
64 H -3.279 -0.192 2.383  0.065
65 H -1.640 0.361 2.725  0.050
66 H -2.942 -3.077 3.585  0.081
67 H -2.512 -3.823 2.039  0.065
68 H -3.779 -2.592 2.114  0.057
69 H -2.974 -4.021 -0.921  0.054
70 H -4.459 -3.315 -1.539  0.081
71 H -4.172 -3.364 0.195  0.054
72 H -2.233 -2.363 -2.862  0.048
73 H -2.135 -0.639 -2.466  -0.003
74 H -3.686 -1.373 -2.902  0.085
75 H -4.357 -0.911 0.610  0.053
76 H -4.949 -0.807 -1.048  0.082
77 H -3.612 0.239 -0.526  0.058
78 H -0.280 -4.491 1.421  0.054
79 H 0.438 -5.242 -0.004  0.082
80 H -1.264 -4.791 -0.011  0.055
81 H 1.558 -2.682 1.384  0.059
82 H 1.809 -1.765 -0.111  0.036
83 H 2.253 -3.481 -0.036  0.082
84 H -0.653 -3.669 -2.198  0.067
85 H 1.091 -3.852 -2.025  0.086
86 H 0.374 -2.237 -2.204  -0.031

Summary:
- LUMO (spin up / spin down) (eV) = 1.988 / 1.988
- HOMO energy (spin up / spin down) (eV) = -2.9 / -2.9
- HOMO-LUMO gap (spin up / spin down) (eV) = 4.886 / 4.860
- energy (eV) = -111969.716
- net charge = -1



ORCA calculation (ωB97M-V with the def2-TZVPD basis set) on a cluster of 2 separate species, C11H13OP in total.

Each line ends with the Löwdin charge.
Geometry (Å):
1 C -2.053 0.213 0.094  -0.054
2 C -0.862 0.347 -0.098  -0.250
3 C -6.218 -0.349 0.322  -0.108
4 C -5.366 -1.282 0.949  -0.063
5 C -5.735 0.799 -0.259  -0.047
6 C -3.974 -1.076 0.916  -0.034
7 C -4.276 0.944 -0.358  0.016
8 C -3.435 -0.013 0.246  -0.272
9 C 4.417 0.882 0.425  -0.121
10 C 3.930 -1.289 1.470  -0.045
11 C 4.156 -0.615 0.381  -0.300
12 O 1.210 -1.100 -0.722  -0.395
13 P 0.877 0.466 -0.238  0.790
14 H -7.291 -0.661 0.152  0.121
15 H -5.923 -2.053 1.423  0.090
16 H -6.265 1.462 -0.829  0.065
17 H -3.420 -1.795 1.480  0.109
18 H -3.811 1.845 -0.564  0.085
19 H 5.421 1.070 -0.233  0.130
20 H 3.487 1.241 -0.076  0.019
21 H 4.451 1.268 1.396  0.039
22 H 1.344 -1.445 0.244  0.063
23 H 3.798 -2.423 1.392  0.087
24 H 4.049 -0.831 2.407  0.040
25 H 4.206 -0.960 -0.623  0.086
26 H 0.876 1.169 -1.448  -0.050

Summary:
- LUMO (eV) = 0.472
- HOMO energy (eV) = -8.5
- SMILES = OPC#Cc1ccccc1.C=CC
- HOMO-LUMO gap (eV) = 8.945
- energy (eV) = -22950.221



ORCA calculation (ωB97M-V with the def2-TZVPD basis set) on a structure of composition C49H51AlBrN4O4Si.

Each line ends with the Löwdin charge.
Geometry (Å):
1 Al 0.927 -0.204 0.729  0.058
2 C 3.978 -1.090 4.522  -0.046
3 C 3.296 -1.743 3.315  -0.358
4 C 4.202 -2.789 2.663  -0.055
5 C 1.976 -2.317 3.765  -0.126
6 C 1.995 -3.436 4.586  -0.043
7 C 0.838 -3.936 5.142  -0.078
8 C -0.356 -3.286 4.906  -0.043
9 C -0.425 -2.169 4.085  -0.145
10 C -1.726 -1.416 3.932  -0.369
11 C -2.949 -2.330 4.007  -0.084
12 C -1.811 -0.341 5.023  -0.037
13 C 0.751 -1.704 3.472  -0.143
14 N 0.669 -0.580 2.593  0.103
15 C 0.867 0.627 3.157  -0.457
16 O 1.193 0.842 4.318  0.060
17 C 0.568 1.772 2.235  -0.158
18 C 0.914 3.065 2.579  0.032
19 C 0.433 4.111 1.804  -0.013
20 C -0.381 3.809 0.729  0.012
21 C -0.611 2.484 0.371  -0.170
22 N -0.149 1.469 1.133  0.130
23 C -1.626 2.269 -0.735  -0.500
24 O -2.533 3.093 -0.802  0.065
25 N -1.487 1.229 -1.572  -0.038
26 C -2.685 0.730 -2.148  -0.126
27 C -3.673 0.277 -1.239  -0.112
28 C -4.878 -0.225 -1.703  -0.047
29 C -5.116 -0.370 -3.050  -0.083
30 C -4.151 0.053 -3.931  -0.069
31 C -2.950 0.648 -3.527  -0.107
32 C -2.255 1.272 -4.735  -0.351
33 C -0.742 1.453 -4.797  -0.052
34 C -2.943 2.623 -4.977  -0.060
35 C -3.521 0.356 0.264  -0.346
36 C -3.904 -0.947 0.965  -0.064
37 C -4.381 1.495 0.825  -0.047
38 H 4.891 -0.588 4.209  0.079
39 H 3.307 -0.354 4.958  0.070
40 H 4.229 -1.829 5.283  0.075
41 H 3.110 -0.953 2.588  0.107
42 H 4.547 -3.527 3.385  0.068
43 H 3.675 -3.311 1.867  0.076
44 H 5.073 -2.304 2.229  0.080
45 H 2.940 -3.903 4.813  0.104
46 H 0.871 -4.813 5.774  0.097
47 H -1.244 -3.658 5.388  0.097
48 H -1.708 -0.919 2.957  0.111
49 H -3.019 -2.799 4.984  0.065
50 H -3.863 -1.759 3.862  0.067
51 H -2.891 -3.099 3.242  0.078
52 H -1.916 -0.812 6.000  0.083
53 H -0.914 0.271 5.038  0.062
54 H -2.669 0.311 4.862  0.077
55 H 1.512 3.228 3.462  0.122
56 H 0.662 5.138 2.049  0.112
57 H -0.846 4.581 0.135  0.127
58 H -5.644 -0.512 -0.999  0.101
59 H -6.048 -0.783 -3.414  0.097
60 H -4.347 -0.038 -4.992  0.106
61 H -2.512 0.616 -5.575  0.119
62 H -0.450 2.469 -4.559  0.060
63 H -0.231 0.783 -4.124  0.018
64 H -0.389 1.244 -5.807  0.089
65 H -2.838 3.254 -4.098  0.082
66 H -2.495 3.127 -5.832  0.075
67 H -4.006 2.490 -5.169  0.072
68 H -2.475 0.556 0.512  0.113
69 H -4.940 -1.222 0.783  0.072
70 H -3.270 -1.770 0.648  0.033
71 H -3.782 -0.801 2.031  0.046
72 H -5.440 1.277 0.695  0.077
73 H -4.176 1.620 1.887  0.078
74 H -4.155 2.429 0.317  0.062
75 Br -0.775 -3.123 0.484  0.892
76 C 0.823 -2.909 -0.476  -0.705
77 C 1.206 -3.751 -1.484  -0.077
78 C 2.480 -3.571 -2.044  -0.033
79 C 3.299 -2.577 -1.525  0.009
80 C 2.811 -1.757 -0.528  -0.158
81 N 1.556 -1.894 -0.012  0.037
82 C 3.497 -0.564 0.014  -0.535
83 O 4.663 -0.299 -0.200  0.096
84 O 2.671 0.186 0.705  -0.020
85 H 0.558 -4.549 -1.816  0.108
86 H 2.800 -4.197 -2.861  0.111
87 H 4.306 -2.418 -1.877  0.128
88 C 2.046 4.938 -1.759  -0.105
89 C 0.862 4.621 -2.400  -0.087
90 C 0.338 3.346 -2.302  -0.124
91 C 0.963 2.324 -1.581  -0.218
92 C 2.145 2.687 -0.932  -0.116
93 C 2.678 3.962 -1.010  -0.087
94 Si 0.165 0.431 -1.586  0.606
95 C 1.384 -0.193 -2.945  -0.286
96 C 2.704 0.237 -2.967  -0.094
97 C 3.630 -0.290 -3.851  -0.090
98 C 3.248 -1.257 -4.759  -0.111
99 C 1.936 -1.703 -4.758  -0.109
100 C 1.030 -1.188 -3.852  -0.148
101 H 2.464 5.933 -1.828  0.090
102 H 0.337 5.375 -2.972  0.099
103 H -0.616 3.165 -2.767  0.079
104 H 2.671 1.983 -0.309  0.084
105 H 3.593 4.192 -0.480  0.101
106 H -0.652 -0.954 -1.731  0.004
107 H 3.030 1.005 -2.286  0.087
108 H 4.653 0.057 -3.822  0.104
109 H 3.965 -1.670 -5.455  0.092
110 H 1.620 -2.455 -5.468  0.095
111 H 0.011 -1.556 -3.859  0.094

Summary:
- LUMO (eV) = 2.014
- HOMO energy (eV) = -3.6
- HOMO-LUMO gap (eV) = 5.663
- energy (eV) = -150315.229
- net charge = -1



Q: Which of these has the highest energy?
A: C11H13OP



Q: Which of these has the lowest energy?
A: C49H51AlBrN4O4Si



Q: Among the records above, which one has the highest energy?
A: C11H13OP